DFT (the ωB97M-V functional and the def2-TZVPD basis) results for a molecular structure, C25H69AgN6O7 in a non-equilibrium geometry.

Computed properties:
Total charge   0
Lowest unoccupied orbital energy   0.411 eV

Each line ends with the Löwdin charge.
Positions of all 108 atoms, in Å:
Ag  0.0827  -0.2202  -0.2218  0.722
C  1.5533  0.3939  -3.3965  -0.340
O  1.1870  0.7821  -2.1233  -0.466
H  2.5249  0.7992  -3.7287  0.059
H  1.6792  -0.6869  -3.6212  0.048
H  0.7810  0.7098  -4.1255  0.046
C  4.5810  -0.1109  1.8454  -0.056
C  4.1439  -0.0846  0.3992  -0.428
C  3.9609  -1.4973  -0.1527  -0.220
O  5.2126  -2.1502  -0.1538  -0.168
C  5.0512  -3.5336  -0.2969  -0.120
N  2.8416  0.5938  0.2985  0.034
H  3.8200  -0.6113  2.4397  0.072
H  4.9451  0.8458  2.2140  0.078
H  5.4824  -0.7400  1.8444  0.080
H  4.9270  0.3271  -0.2542  0.144
H  3.5435  -1.4437  -1.1649  0.123
H  3.2376  -2.0214  0.4878  0.102
H  6.0098  -4.0533  -0.2618  0.087
H  4.5835  -3.8070  -1.2475  0.087
H  4.4823  -3.9770  0.5290  0.080
H  2.9125  1.5337  0.6677  0.057
H  2.5641  0.6392  -0.6929  0.027
C  -0.2581  -1.7312  4.2917  -0.061
C  -0.2620  -0.6076  3.2625  -0.384
C  0.2858  0.7259  3.7821  -0.181
O  1.6139  0.5050  4.2551  -0.201
C  2.3367  1.7103  4.3214  -0.116
N  0.5916  -1.0073  2.0923  0.032
H  0.7296  -1.9646  4.6941  0.081
H  -0.6888  -2.6358  3.8543  0.073
H  -0.8628  -1.5449  5.1859  0.081
H  -1.2821  -0.4530  2.9054  0.101
H  -0.3243  1.0809  4.6154  0.132
H  0.3391  1.4374  2.9540  0.108
H  1.9734  2.4570  5.0377  0.090
H  2.4621  2.1586  3.3333  0.083
H  3.3117  1.4442  4.7387  0.090
H  0.7821  -1.9966  2.2506  0.049
H  1.5086  -0.6071  2.3045  0.042
C  1.0809  -3.4389  -1.9263  -0.056
C  0.2535  -3.9825  -0.7738  -0.416
C  1.1707  -4.4754  0.3395  -0.211
O  0.4237  -4.9475  1.4359  -0.196
C  1.1245  -5.2614  2.6030  -0.113
N  -0.5835  -2.9060  -0.2074  0.028
H  1.7190  -4.1695  -2.4287  0.084
H  1.7378  -2.6241  -1.6189  0.052
H  0.3699  -3.0967  -2.6834  0.077
H  -0.3599  -4.7977  -1.1753  0.142
H  1.8664  -3.6847  0.6400  0.102
H  1.7674  -5.3104  -0.0538  0.134
H  2.0357  -5.8258  2.3556  0.090
H  0.4859  -5.9093  3.2008  0.091
H  1.4584  -4.4127  3.2105  0.079
H  -0.9856  -3.2876  0.6503  0.070
H  -1.3845  -2.8738  -0.8426  0.073
C  0.2312  3.2642  0.5061  -0.075
C  -0.1380  4.1769  -0.6645  -0.426
C  0.7803  5.3958  -0.7795  -0.225
O  0.8288  6.0818  0.4542  -0.177
C  1.4661  7.3319  0.2788  -0.121
N  -0.1143  3.4592  -1.9374  0.044
H  1.3126  3.0847  0.4488  0.067
H  -0.1928  2.2690  0.3713  0.027
H  0.0038  3.6674  1.4937  0.076
H  -1.1681  4.5373  -0.5699  0.135
H  0.4717  5.9830  -1.6474  0.122
H  1.7777  4.9939  -1.0171  0.129
H  1.2971  7.9203  1.1797  0.085
H  1.0251  7.9500  -0.5147  0.084
H  2.5172  7.1922  0.0138  0.088
H  0.7751  2.9510  -2.0388  0.057
H  -0.7013  2.6262  -1.8770  0.031
C  -2.9870  1.8166  -3.4016  -0.062
C  -2.7585  0.3141  -3.5168  -0.407
C  -2.4157  -0.2566  -4.8779  -0.224
O  -2.2360  -1.6460  -4.7532  -0.207
C  -2.5440  -2.3542  -5.9567  -0.085
N  -1.7181  -0.0314  -2.5128  0.028
H  -3.8144  2.0975  -4.0682  0.078
H  -2.1603  2.4089  -3.8043  0.077
H  -3.2270  2.1565  -2.3994  0.062
H  -3.6604  -0.1755  -3.1305  0.134
H  -1.4890  0.1846  -5.2721  0.128
H  -3.1690  0.0317  -5.6238  0.126
H  -3.6102  -2.2434  -6.1610  0.087
H  -2.2588  -3.3904  -5.8110  0.085
H  -1.9447  -1.8958  -6.7479  0.089
H  -1.6126  -1.0426  -2.5628  0.055
H  -0.8272  0.4206  -2.7336  0.023
C  -3.0783  2.0598  1.2044  -0.039
C  -3.4672  0.5941  1.3200  -0.424
C  -4.8434  0.2378  0.7628  -0.199
O  -5.9041  0.9515  1.3837  -0.183
C  -6.2305  0.4262  2.6553  -0.109
N  -2.4619  -0.2182  0.5950  0.018
H  -2.9384  2.3137  0.1478  0.074
H  -2.1191  2.2431  1.6794  0.056
H  -3.8163  2.7323  1.6401  0.086
H  -3.3768  0.3757  2.3888  0.121
H  -5.0083  -0.8389  0.8671  0.118
H  -4.8935  0.5354  -0.2853  0.129
H  -7.1265  0.9270  3.0135  0.089
H  -5.4870  0.6485  3.4331  0.082
H  -6.2962  -0.6606  2.5622  0.087
H  -2.6063  -1.2057  0.7786  0.062
H  -2.6291  -0.0548  -0.4011  0.032